175
Properties=species:S:1:pos:R:3:forces:R:3:mulliken_charge:R:1 method="wB97M-V/def2-TZVPD" homo_energy_ev=-8.33 lumo_ev=0.301 energy_ev=-85271.7825 relative_energy_kcal_mol=18.7 smiles="COC[C@H](C)N.COC[C@H](C)N.COC[C@H](C)N.COC[C@H](C)N.COC[C@H](C)N.COC[C@H](C)N.COC[C@H](C)N.COCCNCCOC.COCCNCCOC.NC(N)=O" spin_multiplicity=1 max_force_ha_per_bohr=0.0503 charge=0 gap_ev=8.6355
O -1.02054 -3.75772 -1.10763 0.5 0.4 0.3 -0.54
O -0.17578 -1.28829 -4.66401 0.3 -0.7 -0.4 -0.32
O 2.31571 2.89900 -3.03726 0.3 -0.3 -0.1 0.05
O 5.30546 -0.20891 4.35785 -0.6 0.9 0.1 -0.38
O -3.72328 4.94060 -2.73469 0.2 -0.6 0.0 -0.39
O 2.50254 4.40149 2.82036 0.3 0.1 0.3 -0.43
O -3.22320 -8.29435 -5.56519 0.6 -0.8 0.1 -0.33
O 1.86962 -3.19867 4.64025 0.8 0.1 0.1 -0.41
O -4.10788 -0.79418 -0.72816 0.4 -0.2 0.1 0.21
O 4.08095 -2.25352 -0.18385 -0.4 0.8 0.2 -0.51
O -3.74383 -0.64141 5.24336 0.4 0.3 -0.2 -0.42
O 0.55073 0.56398 0.02699 0.3 0.6 0.4 -0.20
N -0.62766 1.58671 -2.43496 1.4 0.4 -0.5 1.20
N 5.82860 5.50566 1.58176 0.7 0.3 -0.3 -0.79
N -4.19367 -3.20340 -3.46370 -0.8 0.1 -0.1 -0.78
N -0.94151 1.43340 1.51185 -1.4 0.5 -0.6 0.86
N -1.34899 2.07252 4.46456 0.7 -0.1 0.2 -0.60
N 3.13617 -5.19636 6.52375 0.1 1.8 0.8 -0.71
N -2.87316 1.87613 -0.83230 1.3 -0.1 0.1 0.03
N 1.09245 0.85746 2.21683 0.8 0.2 0.3 1.33
N 3.02477 5.03327 -6.01271 0.6 0.7 -0.5 -0.81
N -1.98165 -5.61437 -3.24521 -0.8 -1.0 0.1 -0.08
N 3.95184 0.05383 2.05103 -1.0 -0.2 0.4 -0.07
C -3.66209 2.01332 3.69330 -0.5 -0.1 -0.5 -1.10
C 5.88135 -0.33923 5.62726 1.3 -2.2 -0.2 -0.93
C 2.40395 4.74969 -4.73123 -0.6 -0.7 -0.3 0.62
C -0.70245 -2.54108 -0.41142 -0.6 -0.1 -1.3 -0.02
C 4.48286 1.26054 2.67347 0.6 -1.0 -0.4 -0.45
C -4.73483 -1.87039 -1.37269 -0.5 -0.4 -1.8 -1.34
C -3.01384 4.09973 -1.80675 -0.6 0.3 -0.4 -0.10
C -0.97551 0.56283 -3.39448 -0.3 -0.1 0.0 2.62
C 0.24691 -0.23412 -3.82802 -0.1 0.2 0.0 0.21
C 3.04883 3.50292 -4.07715 0.5 -0.6 -1.0 -1.23
C -3.93103 -1.96721 4.75421 -0.9 0.6 0.6 -0.22
C -4.98373 2.97877 -0.57702 -1.0 1.4 -0.4 -1.82
C 4.80853 5.00530 2.48927 0.3 -1.3 1.7 1.18
C -2.00950 -6.92329 -3.94060 0.0 -0.1 -0.2 -0.76
C -4.84073 -0.82668 -3.78464 -0.6 1.3 0.9 -1.29
C 1.04946 -5.00782 7.84277 0.7 1.0 -0.3 -1.38
C 1.17526 4.37259 2.31408 0.9 -0.1 0.0 -0.09
C 2.54450 3.41192 -1.75510 -0.4 0.8 0.3 -0.94
C -4.08159 -8.20462 -6.68590 1.2 -0.4 -0.1 -0.72
C 3.43453 -3.27320 -0.89520 0.6 -1.3 -0.3 -0.56
C 3.82324 0.07698 0.60349 1.0 0.3 0.1 -0.98
C 3.17046 -1.18134 0.07440 -0.2 -0.2 -0.4 1.07
C 1.97779 -1.83188 4.25674 -1.4 0.0 0.9 -0.12
C 0.88745 -1.97243 -5.35007 0.1 1.4 0.9 -0.84
C -2.87537 5.91321 -3.29405 -0.2 0.4 0.0 -0.45
C 3.42849 4.90990 1.87397 -0.4 0.0 0.0 -0.43
C -3.77961 2.82758 -1.48287 -0.3 -1.6 1.0 1.08
C -4.25623 -1.85744 -2.85166 2.0 -0.7 0.4 2.90
C -3.35847 -7.29957 -4.59617 0.2 1.8 -0.4 -0.31
C -2.59509 -0.01751 4.68683 0.5 -0.5 0.0 -0.01
C 1.44650 -3.36457 5.98374 0.3 0.3 -0.2 -0.53
C -4.19863 -0.89032 0.65333 -0.3 0.1 1.6 -1.27
C -1.75381 1.17112 -4.54098 -0.5 -0.2 -0.8 -1.61
C 1.70423 -4.78900 6.46410 -0.2 -0.9 0.1 0.35
C 4.58443 1.00796 4.18774 0.0 0.5 -0.6 -0.71
C -0.58137 -3.75232 -2.45386 -1.4 -0.6 -0.5 0.54
C 0.26858 0.98425 1.16671 -0.5 -1.4 -0.4 -0.60
C -0.60247 -5.19842 -2.95022 -0.5 0.7 0.0 -1.20
C -2.65843 1.49513 4.71689 -1.7 0.3 0.2 -0.14
C 0.91799 4.47923 -4.90264 -0.4 -0.3 1.7 -0.83
C 4.82203 5.82054 3.81372 0.3 0.1 -1.2 -1.60
H -3.28130 -2.69536 5.24328 0.6 0.1 -0.5 0.25
H 0.21244 -2.69449 0.15724 -0.1 0.3 0.3 0.27
H 4.53225 -0.73504 2.30766 -0.1 0.0 0.2 0.36
H 1.11472 -6.04249 8.16873 -0.4 0.0 -0.2 0.37
H -3.38833 6.44071 -4.09904 -0.2 -0.4 -0.1 0.30
H -4.83255 3.64738 0.27473 0.4 0.0 0.0 0.30
H -5.17004 -0.54423 1.02692 -0.1 0.0 -0.1 0.43
H 5.13784 3.98676 2.73199 -0.5 -0.2 0.4 -0.31
H -5.74090 3.47241 -1.19711 -0.3 -0.1 0.3 0.49
H -5.10414 -8.48314 -6.43282 -0.2 0.3 -0.2 0.27
H 0.57088 3.98989 3.13298 -0.3 0.1 -0.2 -0.07
H 1.48806 -1.21596 -5.86328 -0.1 -0.1 -0.4 0.34
H 3.11334 2.71779 -4.83914 -0.4 0.1 -0.3 0.38
H -3.44114 -0.30393 1.17656 0.1 0.4 -0.5 0.04
H -3.95155 -7.25133 -7.20550 -0.6 0.3 0.3 0.35
H -3.05351 1.80304 5.69225 0.1 -0.2 0.2 0.46
H -3.48754 1.60232 2.69639 0.4 0.2 -0.1 0.00
H 0.34186 -3.21173 -2.67547 0.3 -0.2 0.6 0.21
H -1.57780 -2.20083 0.14280 0.2 -0.4 0.6 0.06
H -4.10000 -7.57452 -3.84055 -0.1 0.1 0.0 0.27
H -4.09015 -3.05622 -4.46119 -0.3 -0.1 -0.1 0.33
H 1.58807 -2.40841 -4.63248 -0.2 -0.4 0.1 0.27
H -4.44102 -2.84323 -0.96878 0.1 0.1 0.3 0.46
H 1.09334 -1.33243 4.67773 -0.4 0.2 -0.5 0.10
H 6.27753 -1.36349 5.62614 -0.4 -0.2 0.1 0.32
H 2.76590 -1.23588 4.72453 0.7 -0.6 -0.2 0.35
H 0.96455 0.43144 -4.32543 0.0 0.1 -0.3 0.47
H 3.41409 4.21567 1.02507 0.2 0.2 -0.3 -0.28
H 6.84723 0.16460 5.73053 -0.5 1.1 0.2 0.36
H -4.15718 2.28559 -2.35911 0.1 0.8 -0.6 -0.12
H 4.34279 5.38006 4.68397 -0.4 -0.2 -0.4 0.29
H -1.78438 -7.71992 -3.22450 0.6 -0.2 -0.3 0.26
H -1.26377 -6.81849 -4.72933 0.0 -0.6 -0.1 0.31
H -3.30991 -3.63825 -3.22769 -0.1 -0.3 0.3 0.10
H 5.20608 -0.33060 6.48383 -0.1 0.7 -0.1 0.33
H -0.70224 1.72634 5.16838 0.1 -0.1 0.0 0.24
H 4.83386 0.25315 0.20681 -0.1 -0.4 -0.6 0.79
H 0.40310 -3.03517 6.04988 -0.3 -0.4 0.1 0.24
H 0.54065 4.40606 -3.87531 -0.4 0.0 -0.1 -0.14
H 3.58978 0.97558 4.64381 -0.2 -0.4 -0.1 0.18
H -1.34684 -3.25861 -3.06513 0.1 0.4 0.0 -0.22
H 2.35249 -3.38291 -0.78508 -0.1 0.6 0.3 0.09
H 4.11682 3.59850 -3.85566 -0.1 0.7 0.5 0.36
H 0.05851 -4.55476 7.82445 -0.3 -0.6 0.1 0.35
H -0.60237 -1.74803 -1.15820 0.5 0.1 0.1 -0.20
H 5.47963 1.40513 2.23262 0.3 0.5 0.4 0.55
H 0.33064 5.26497 -5.37510 0.3 0.0 -0.3 0.54
H 2.05393 0.56400 2.07584 -0.1 -0.2 0.5 -0.77
H 2.40196 4.49877 -1.78303 -0.1 0.1 0.3 0.46
H -1.68795 -0.32497 5.22187 0.0 -0.2 0.2 0.31
H -1.19359 1.72243 2.44961 0.5 0.0 0.0 0.04
H 0.49057 -2.70679 -6.04303 -0.2 0.0 0.1 0.27
H -2.45587 -0.33531 3.64762 0.0 0.0 -0.1 -0.04
H -4.04578 -1.89743 1.05932 -0.1 -0.3 -0.5 0.56
H 1.95953 -1.75707 3.17491 0.3 0.0 0.1 -0.12
H -2.22921 0.38561 -5.13144 -0.1 0.0 0.1 0.36
H -3.64184 -6.39513 -5.14895 -0.5 0.2 0.5 0.27
H 4.37532 6.78068 3.54923 0.0 0.2 0.5 0.37
H 3.65697 -3.22941 -1.96624 -0.1 0.3 -0.1 0.27
H -4.93061 -2.27406 5.06664 -0.1 0.2 -0.1 0.27
H 3.68148 -4.58113 5.91700 -0.3 -0.5 -0.9 0.29
H 3.53879 3.24422 -1.32637 0.2 -0.3 -0.4 0.40
H -3.65024 -8.91223 -7.39582 -0.4 -0.3 0.1 0.26
H 1.11741 3.69466 1.45759 -0.2 -0.1 0.0 -0.06
H -3.92109 -1.92705 3.66474 0.4 -0.5 -0.1 -0.06
H -0.04221 1.16650 -1.71473 -0.1 0.1 0.4 -0.97
H -1.96249 5.45896 -3.68672 0.1 0.1 0.0 0.01
H 3.83572 -4.22651 -0.54089 0.1 0.0 0.0 0.37
H -2.05922 3.76429 -2.21669 0.1 0.3 -0.2 -0.17
H -1.63733 -0.11607 -2.84380 -0.1 -0.2 -0.2 -1.80
H 6.24994 4.71457 1.10231 -0.5 0.0 -0.5 0.29
H -1.18658 1.73545 -5.28726 0.5 0.0 0.3 0.26
H 0.76126 -0.55637 -2.91326 0.0 -0.5 0.0 -0.37
H 2.52485 5.62625 -4.09158 0.2 0.1 0.0 0.34
H -3.23559 0.93483 -0.95743 -0.3 0.2 0.2 -0.15
H 3.87271 2.11328 2.37277 -0.2 0.0 0.4 -0.06
H -3.18818 -1.64638 -2.70948 0.0 0.8 0.1 -1.56
H -4.37076 0.14936 -3.63202 0.4 -0.1 0.0 0.02
H 0.89265 5.37552 1.98443 -0.3 0.0 0.1 0.44
H 5.06997 1.83480 4.71418 0.4 0.1 -0.2 0.62
H -2.63124 6.70752 -2.57945 0.3 -0.2 0.3 0.29
H -4.68997 1.69976 3.88474 0.1 -0.1 0.5 0.39
H -2.53019 1.85294 -4.19011 0.0 -0.1 0.2 0.27
H -5.41860 2.06739 -0.16871 0.3 -0.3 -0.3 0.30
H -5.82551 -1.78578 -1.30456 -0.1 0.0 0.1 0.26
H 6.62721 5.74840 2.16207 -0.2 0.6 0.1 0.30
H -0.01777 2.25144 -2.90935 0.0 0.1 0.1 -0.26
H 3.45268 -4.73156 7.38007 0.0 -0.7 0.5 0.30
H 2.93506 4.31160 -6.71955 0.0 -0.5 0.5 0.26
H 1.80748 2.95724 -1.09110 0.0 0.0 0.0 0.09
H -0.10470 -5.19677 -3.92134 0.5 -0.4 0.2 0.57
H -2.83594 4.71140 -0.91800 0.2 -0.3 0.3 0.47
H 2.60556 -0.92793 -0.82688 0.1 0.0 -0.2 -0.48
H 1.25063 -5.52219 5.79460 -0.2 0.3 -0.3 0.29
H -1.98139 1.83559 -1.37676 -0.7 0.3 0.4 0.06
H -0.16433 -5.83078 -2.17353 0.5 -0.2 -0.3 0.36
H 1.97419 -2.67209 6.65391 0.3 0.0 0.0 0.23
H 2.50544 5.79558 -6.43464 0.2 0.3 0.1 0.28
H 3.25629 0.94976 0.27101 -0.3 -0.1 0.2 0.05
H -1.37600 3.07209 4.63294 -0.2 0.1 -0.2 0.24
H 1.58669 -4.41873 8.59384 0.2 0.0 0.0 0.36
H 2.42898 -1.57357 0.77694 -0.1 0.4 0.2 -0.23
H 0.73295 3.49051 -5.32608 0.0 0.1 -0.4 0.09
H -1.64558 1.54890 0.78635 0.0 0.2 -0.1 -0.28
H 3.09024 5.90159 1.55255 0.1 0.1 -0.2 0.68
H 5.86926 5.96408 4.08583 0.0 0.2 0.1 0.49
H -2.45409 -5.84893 -2.37755 0.0 0.8 0.3 0.17
H 0.71268 1.10856 3.11302 0.4 0.0 0.1 -0.04
H -3.68566 3.10256 3.63467 0.2 0.0 0.0 0.37
H -5.85912 -0.56450 -3.48250 -0.3 -0.5 -0.5 0.29
H -4.75990 -1.04420 -4.84725 -0.1 -0.3 0.1 0.47